(1)
DFT (wB97M-V/def2-TZVPD) results for a 2-piece molecular cluster, C11H12NO2 overall in a non-equilibrium geometry.

```
! wB97M-V def2-TZVPD RIJCOSX def2/J DEFGRID3
* xyz 0 2
C 3.08 0.12 -1.96
C 3.80 -0.73 -0.89
O 3.21 -0.97 0.21
O 4.92 -1.11 -1.22
H 3.14 -0.16 -3.01
H 3.52 1.12 -1.91
H 2.00 0.09 -1.80
C -1.43 2.69 -0.20
C 0.59 1.05 0.17
C -0.48 -0.72 0.89
C -0.81 1.38 0.16
C -1.48 0.20 0.53
C -0.82 -2.03 1.11
C -2.16 -2.39 1.18
C -2.84 -0.09 0.83
C -3.15 -1.40 1.06
N 0.77 -0.16 0.64
H 1.78 -0.52 0.64
H 1.35 1.82 0.07
H -0.06 -2.80 0.97
H -1.67 2.73 -1.26
H -0.71 3.45 0.06
H -2.42 -3.41 1.41
H -3.56 0.71 0.70
H -4.19 -1.66 1.26
H -2.37 2.79 0.34
*
```

Summary:
* <S²>: 0.78
* Kohn-Sham gap (spin up / spin down): 7.1918 / 4.0409 eV
* energy relative to the best compared isomer or geometry (same formula, charge and spin): 20.60 kcal per mole

These are the Mulliken partial charges, in e, on atoms 1 to 5: -0.74 0.61 -0.81 -0.68 0.33

=====

(2)
DFT (wB97M-V/def2-TZVPD) results for a 27-piece molecular cluster, C60H189N15O27 overall in a non-equilibrium geometry.

```
! wB97M-V def2-TZVPD RIJCOSX def2/J DEFGRID3
* xyz 0 1
C 0.46 -1.24 6.53
C -0.79 -0.74 5.72
C -1.95 -0.58 6.70
O -3.02 0.03 6.12
C -4.16 0.08 6.93
N -0.42 0.51 5.02
H 1.26 -1.28 5.84
H 0.17 -2.15 7.05
H 0.66 -0.54 7.35
H -1.08 -1.49 4.97
H -1.61 0.07 7.53
H -2.21 -1.58 7.15
H -4.83 0.82 6.45
H -3.98 0.41 7.99
H -4.63 -0.91 7.02
H -1.31 0.82 4.69
H 0.00 1.21 5.62
C -3.42 6.56 2.15
C -4.85 6.08 2.52
C -4.79 5.07 3.68
O -3.78 4.05 3.46
C -4.09 2.86 4.17
N -5.62 7.26 2.80
H -3.11 6.97 3.12
H -3.41 7.32 1.33
H -2.78 5.70 1.86
H -5.39 5.52 1.69
H -5.85 4.75 3.81
H -4.56 5.58 4.65
H -3.72 1.99 3.65
H -5.15 2.72 4.27
H -3.59 2.88 5.12
H -5.35 7.67 3.73
H -6.60 7.10 2.92
C -4.24 -1.06 -0.33
C -5.68 -0.53 -0.38
C -6.76 -1.55 -0.10
O -7.99 -0.89 -0.06
C -9.03 -1.84 -0.09
N -5.78 0.52 0.72
H -3.94 -1.46 0.66
H -3.51 -0.28 -0.56
H -4.20 -1.88 -1.07
H -5.99 0.01 -1.28
H -6.50 -2.07 0.85
H -6.77 -2.27 -0.94
H -9.11 -2.34 -1.03
H -9.91 -1.26 0.10
H -8.97 -2.54 0.78
H -5.72 -0.03 1.60
H -6.72 0.85 0.67
C -1.38 -2.81 2.30
C -0.05 -3.56 2.11
C 0.47 -3.87 3.54
O -0.54 -4.65 4.15
C -0.18 -5.57 5.10
N -0.14 -4.85 1.41
H -2.16 -3.50 2.64
H -1.69 -2.48 1.29
H -1.24 -1.95 2.96
H 0.72 -2.94 1.66
H 0.70 -2.95 4.07
H 1.40 -4.45 3.47
H -0.04 -5.10 6.05
H 0.76 -6.09 4.78
H -1.01 -6.26 5.25
H -0.74 -4.73 0.61
H -0.72 -5.46 2.04
C 3.90 1.64 0.69
C 3.80 3.22 0.65
C 2.34 3.57 0.47
O 1.79 2.81 -0.61
C 0.48 3.18 -0.93
N 4.24 3.90 1.83
H 4.88 1.25 0.50
H 3.26 1.32 -0.15
H 3.46 1.24 1.64
H 4.39 3.69 -0.18
H 2.12 4.63 0.26
H 1.77 3.35 1.41
H 0.40 4.23 -1.10
H -0.21 3.09 -0.12
H 0.08 2.60 -1.78
H 3.67 3.59 2.61
H 5.19 3.60 2.01
C 7.44 -1.25 -5.63
C 6.44 -0.15 -6.03
C 5.58 -0.58 -7.17
O 6.32 -0.75 -8.36
C 5.48 -0.95 -9.46
N 5.55 0.15 -4.94
H 8.20 -1.36 -6.41
H 6.95 -2.26 -5.58
H 7.94 -1.17 -4.64
H 6.96 0.76 -6.38
H 4.76 0.16 -7.34
H 5.04 -1.53 -6.96
H 6.21 -1.14 -10.27
H 4.74 -0.13 -9.66
H 4.84 -1.89 -9.29
H 6.04 0.74 -4.30
H 4.76 0.71 -5.19
C 6.25 4.47 -6.52
C 5.34 3.33 -6.22
C 4.82 3.51 -4.79
O 3.78 2.66 -4.50
C 3.21 3.13 -3.34
N 4.35 3.22 -7.26
H 7.04 4.68 -5.78
H 5.71 5.45 -6.64
H 6.78 4.35 -7.46
H 5.91 2.40 -6.16
H 4.47 4.56 -4.73
H 5.68 3.46 -4.12
H 2.79 4.09 -3.60
H 3.93 3.26 -2.49
H 2.43 2.46 -3.14
H 4.02 4.17 -7.48
H 3.57 2.69 -6.89
C -2.62 4.38 -1.52
C -3.95 4.00 -2.19
C -3.89 2.52 -2.49
O -2.86 2.27 -3.38
C -2.80 0.92 -3.67
N -5.22 4.20 -1.53
H -2.37 3.74 -0.70
H -2.54 5.40 -1.16
H -1.81 4.33 -2.26
H -3.95 4.58 -3.12
H -4.86 2.11 -2.91
H -3.74 1.96 -1.56
H -3.46 0.65 -4.53
H -3.04 0.28 -2.83
H -1.77 0.69 -3.97
H -5.30 3.59 -0.75
H -5.51 5.16 -1.37
C 1.85 0.10 -7.22
C 1.55 0.57 -5.79
C 0.73 1.76 -5.89
O -0.51 1.39 -6.41
C -1.30 2.50 -6.62
N 0.83 -0.49 -5.02
H 2.57 -0.71 -7.12
H 2.33 0.90 -7.79
H 1.08 -0.26 -7.89
H 2.53 0.85 -5.33
H 1.20 2.44 -6.59
H 0.57 2.28 -4.92
H -1.42 2.97 -5.62
H -2.29 2.20 -6.97
H -1.00 3.20 -7.40
H 1.49 -1.14 -4.59
H 0.21 -0.98 -5.63
C -8.02 -1.50 6.17
C -7.30 -0.71 5.07
C -6.27 -1.55 4.42
O -5.39 -0.66 3.68
C -4.24 -1.36 3.34
N -8.23 -0.06 4.12
H -8.97 -0.98 6.36
H -7.41 -1.62 7.06
H -8.17 -2.52 5.83
H -6.64 0.06 5.49
H -6.64 -2.34 3.73
H -5.66 -2.01 5.23
H -4.40 -2.31 2.76
H -3.68 -1.69 4.26
H -3.63 -0.65 2.81
H -7.73 0.51 3.44
H -8.60 -0.82 3.52
C -0.60 4.03 4.65
C -0.04 4.95 5.70
C 0.69 6.19 5.18
O 1.89 5.74 4.62
C 2.51 6.70 3.83
N -1.20 5.47 6.44
H -1.26 4.53 3.94
H -1.11 3.20 5.09
H 0.21 3.51 4.14
H 0.66 4.37 6.31
H 0.87 6.82 6.06
H 0.08 6.76 4.41
H 2.58 7.71 4.36
H 1.97 6.87 2.89
H 3.49 6.24 3.63
H -0.96 5.89 7.32
H -1.91 4.75 6.69
C 6.78 -2.28 -0.38
C 5.97 -3.52 -0.81
C 4.55 -3.41 -0.21
O 4.70 -3.50 1.19
C 3.43 -3.11 1.80
N 5.95 -3.88 -2.24
H 7.86 -2.45 -0.54
H 6.42 -1.91 0.58
H 6.53 -1.52 -1.13
H 6.45 -4.31 -0.23
H 3.88 -4.23 -0.51
H 4.10 -2.48 -0.49
H 3.46 -3.44 2.83
H 2.55 -3.48 1.25
H 3.40 -2.00 1.66
H 5.59 -4.86 -2.39
H 6.92 -3.79 -2.58
C 4.72 2.02 6.20
C 3.17 1.87 6.01
C 2.46 2.54 7.15
O 1.13 2.12 7.17
C 0.41 2.59 8.28
N 2.79 2.33 4.66
H 5.22 1.43 5.43
H 5.20 1.73 7.14
H 5.05 3.05 5.95
H 2.84 0.84 6.07
H 2.56 3.65 7.13
H 2.86 2.18 8.10
H 0.45 3.66 8.35
H 0.85 2.28 9.25
H -0.60 2.19 8.23
H 2.67 3.34 4.72
H 1.97 1.79 4.31
C 3.04 -8.36 -4.78
C 1.56 -7.99 -4.56
C 1.06 -7.45 -3.23
O 1.65 -6.26 -2.82
C 0.92 -5.78 -1.67
N 1.23 -6.95 -5.56
H 3.26 -9.08 -4.00
H 3.68 -7.54 -4.53
H 3.35 -8.80 -5.72
H 0.96 -8.94 -4.75
H 1.24 -8.28 -2.52
H 0.00 -7.34 -3.31
H 1.26 -4.77 -1.49
H 1.09 -6.48 -0.82
H -0.18 -5.67 -1.81
H 1.97 -6.25 -5.51
H 0.31 -6.57 -5.29
C 1.51 -0.34 -1.65
C 0.32 -1.21 -1.19
C -0.80 -0.42 -0.48
O -0.28 0.15 0.72
C -1.20 0.98 1.31
N -0.24 -2.00 -2.33
H 1.13 0.57 -2.05
H 2.12 -0.91 -2.33
H 2.12 -0.14 -0.77
H 0.56 -2.01 -0.45
H -1.61 -1.08 -0.28
H -1.07 0.41 -1.10
H -0.68 1.69 1.96
H -1.91 0.40 1.91
H -1.71 1.48 0.48
H 0.45 -2.56 -2.79
H -0.56 -1.34 -3.05
O -0.37 -3.29 -5.99
H 0.37 -3.46 -5.38
H -0.84 -4.11 -6.09
O -1.91 -4.09 -1.18
H -2.80 -4.21 -1.50
H -1.51 -3.31 -1.65
O 1.29 -0.77 3.00
H 0.81 -0.64 2.18
H 0.75 -0.30 3.65
O -1.81 -5.20 -4.21
H -1.46 -5.26 -3.31
H -2.21 -4.28 -4.22
O 1.64 -7.07 1.74
H 1.28 -6.23 1.47
H 2.13 -7.40 0.99
O -4.85 -4.05 -2.15
H -4.83 -4.95 -2.40
H -4.42 -3.66 -2.91
O 4.20 -2.38 -3.91
H 4.57 -1.58 -4.37
H 4.99 -2.68 -3.33
O 1.80 -3.56 -4.03
H 1.93 -4.43 -3.64
H 2.64 -3.07 -4.03
O -2.90 -2.53 -4.02
H -2.76 -2.07 -4.87
H -2.28 -2.17 -3.36
O -3.79 2.45 0.99
H -3.97 3.24 1.49
H -4.64 1.90 0.91
O 4.00 -0.64 3.80
H 4.24 0.27 3.72
H 3.10 -0.62 3.39
O -2.24 -1.48 -6.44
H -1.46 -2.10 -6.41
H -1.87 -0.58 -6.33
*
```

Summary:
* Kohn-Sham gap: 9.0698 eV

These are the Mulliken partial charges, in e, on atoms 1 to 5: -2.06 2.29 -1.32 0.36 -0.92